[1]
The following is a DFT calculation (wB97M-V/def2-TZVPD) of one molecule with the formula C6H10O at a distorted geometry.

Computed properties:
HOMO, eV: -7.9
Maximum force, hartree/bohr: 0.089
Energy above the lowest of the compared OMol25 structures with the same formula, charge and spin, kcal/mol: 58.27
Structure (SMILES): C/C=C\[C@H](C)C=O

CARTESIAN COORDINATES (ANGSTROEM)
C1 0.745 -0.342 0.562
C2 1.798 -0.139 1.620
C3 -1.869 -0.687 -1.203
C4 0.784 0.639 -0.999
C5 -0.479 0.401 0.649
C6 -1.443 0.454 -0.336
O1 0.900 0.030 -2.025
H1 0.670 -1.343 0.148
H2 1.119 1.652 -0.773
H3 -0.415 1.280 1.287
H4 -2.109 1.308 -0.303
H5 1.867 0.908 1.919
H6 1.568 -0.721 2.516
H7 2.776 -0.461 1.259
H8 -1.821 -0.399 -2.258
H9 -1.215 -1.554 -1.121
H10 -2.874 -1.026 -0.944

Forces on atoms 1 to 6 (eV/Å):
0.4 0.7 -2.3
0.0 -0.1 -0.2
0.6 -0.1 -0.4
3.2 -2.5 2.1
-1.8 1.1 -1.0
-0.4 -0.5 1.8

[2]
The following is a DFT calculation (wB97M-V/def2-TZVPD) of C7H11N as an isolated structure at a distorted geometry.

Computed properties:
HOMO, eV: -8.7
Maximum force, hartree/bohr: 0.125
Energy above the lowest of the compared OMol25 structures with the same formula, charge and spin, kcal/mol: 143.24

CARTESIAN COORDINATES (ANGSTROEM)
C1 -2.180 -0.337 -0.155
C2 -1.328 0.962 0.031
C3 0.046 0.275 0.009
C4 0.492 -0.933 0.963
C5 1.503 -1.041 -0.189
C6 2.284 0.362 -0.120
C7 1.370 1.195 0.214
H1 -2.082 -0.786 -1.261
H2 -3.423 -0.121 0.186
H3 -1.975 -1.149 0.586
H4 -1.662 1.748 -0.565
H5 -1.345 1.481 0.992
H6 -0.100 -1.732 1.081
H7 0.976 -0.500 1.923
H8 1.598 -2.136 -0.533
H9 0.618 0.319 -1.815
H10 3.347 0.679 -0.547
H11 1.534 2.192 0.296
N1 0.327 -0.478 -1.096

Forces on atoms 1 to 6 (eV/Å):
-4.7 0.2 0.2
0.6 -3.4 2.3
-0.5 3.4 3.7
3.2 5.5 1.0
-1.2 -0.2 -2.7
4.8 -2.4 -1.5

[3]
The following is a DFT calculation (wB97M-V/def2-TZVPD) of C3H7N2 as an isolated structure at a distorted geometry.

Computed properties:
HOMO (alpha / beta), eV: -13.0 / -15.4
Net charge: +1
Maximum force, hartree/bohr: 0.023
Energy above the lowest of the compared OMol25 structures with the same formula, charge and spin, kcal/mol: 123.97

CARTESIAN COORDINATES (ANGSTROEM)
C1 0.297 0.089 0.296
C2 2.212 -0.082 -0.089
C3 -3.178 0.052 -0.077
N1 1.255 0.994 0.115
N2 1.081 -0.969 0.114
H1 2.646 -0.123 -1.089
H2 2.981 -0.152 0.686
H3 -3.376 -0.999 0.031
H4 -2.858 0.447 -1.025
H5 -3.333 0.713 0.756
H6 1.297 1.996 0.108
H7 0.977 -1.965 0.175

Forces on atoms 1 to 6 (eV/Å):
-0.6 -0.1 -0.2
1.2 -0.1 -0.1
1.0 0.0 0.2
-0.5 0.2 0.1
-0.4 -0.2 0.1
-0.2 0.0 0.0

[4]
The following is a DFT calculation (wB97M-V/def2-TZVPD) of C12H23N2O2P2Tl as an isolated structure at a distorted geometry.

Computed properties:
HOMO, eV: -15.4
Net charge: +2
Maximum force, hartree/bohr: 0.070
Energy above the lowest of the compared OMol25 structures with the same formula, charge and spin, kcal/mol: 0.00

CARTESIAN COORDINATES (ANGSTROEM)
Tl1 -0.085 -0.250 0.744
P1 -2.321 0.249 -0.541
C1 -2.117 0.530 -2.345
C2 -0.830 1.183 -2.715
N1 0.244 0.900 -1.951
C3 1.434 1.411 -2.296
C4 1.626 2.168 -3.458
C5 0.535 2.400 -4.291
C6 -0.702 1.903 -3.903
C7 2.634 1.126 -1.404
P2 2.405 -0.317 -0.312
H1 -1.607 2.064 -4.483
H2 2.633 2.507 -3.707
H3 0.647 2.974 -5.207
H4 3.509 0.920 -2.027
H5 2.846 1.990 -0.764
H6 -2.051 -0.497 -2.802
H7 -2.996 0.960 -2.850
H8 -1.263 -2.372 -2.790
O1 -1.950 -1.918 -3.274
H9 -2.048 -2.245 -4.178
H10 -0.494 -2.861 -0.565
O2 -0.473 -3.107 -1.485
H11 0.255 -3.713 -1.580
C8 2.767 -1.710 -1.426
H12 3.787 -1.580 -1.814
H13 2.712 -2.659 -0.867
H14 2.057 -1.736 -2.269
C9 3.806 -0.248 0.837
H15 3.784 -1.139 1.477
H16 4.748 -0.213 0.272
H17 3.703 0.647 1.463
C10 -3.125 1.702 0.191
H18 -4.075 1.963 -0.298
H19 -3.309 1.451 1.246
H20 -2.439 2.557 0.165
C11 -3.592 -1.040 -0.493
H21 -3.845 -1.215 0.561
H22 -4.501 -0.739 -1.030
H23 -3.230 -1.990 -0.912
N2 0.449 2.871 1.527
C12 0.378 1.736 1.244

Forces on atoms 1 to 6 (eV/Å):
0.5 0.5 -2.3
-1.9 0.0 -1.3
0.9 0.1 0.3
0.6 0.1 -0.4
-0.1 0.3 0.4
0.3 0.1 -0.5